# 1
{"formula": "C24H20N2O3", "method": "ωB97M-V/def2-TZVPD", "symbols": ["C", "C", "C", "C", "O", "C", "C", "C", "C", "C", "C", "C", "C", "C", "C", "C", "C", "C", "C", "C", "H", "H", "H", "H", "H", "H", "H", "H", "H", "H", "H", "H", "H", "H", "H", "C", "N", "C", "O", "N", "C", "O", "C", "C", "H", "H", "H", "H", "H"], "positions_angstrom": [[6.404318, -3.187150, 0.618495], [5.583752, -3.826013, -0.311573], [4.787851, -3.082046, -1.183637], [4.854081, -1.692043, -1.129530], [4.009947, -0.917203, -1.923686], [2.658908, -0.919847, -1.585946], [2.149888, 0.204743, -0.910463], [0.827327, 0.199525, -0.523481], [-0.078477, -0.860365, -0.856472], [-1.405771, -0.720624, -0.375983], [-2.456096, -1.675483, -0.379985], [-3.724972, -1.261944, 0.143538], [-4.846198, -2.069341, 0.100542], [-4.765590, -3.348303, -0.484819], [-3.531508, -3.821120, -0.953057], [-2.375193, -3.045406, -0.809485], [0.468669, -1.928792, -1.641241], [1.835929, -2.001436, -1.914384], [5.711458, -1.034035, -0.243764], [6.458535, -1.791349, 0.656672], [7.018375, -3.779140, 1.300521], [5.567341, -4.913892, -0.377371], [4.126704, -3.556714, -1.906009], [2.819979, 1.039597, -0.694963], [0.435889, 1.056325, 0.039299], [-1.615847, 0.227893, 0.123697], [-3.787388, -0.263541, 0.588124], [-5.801943, -1.718334, 0.495285], [-5.659635, -3.973903, -0.558677], [-3.480546, -4.812732, -1.417744], [-1.420380, -3.521318, -0.997260], [-0.174361, -2.678645, -2.084969], [2.273739, -2.858436, -2.436621], [5.753564, 0.054674, -0.259407], [7.105514, -1.285513, 1.375103], [-2.839992, 4.424930, 3.392978], [-2.610402, 4.620876, 1.990383], [-2.279234, 3.486096, 1.153211], [-2.217512, 2.380292, 1.691285], [-2.059704, 3.724476, -0.150694], [-2.169809, 4.984365, -0.677332], [-1.983010, 5.232589, -1.878977], [-2.527162, 6.098940, 0.223168], [-2.732005, 5.875595, 1.522092], [-3.073536, 5.411617, 3.805665], [-3.683424, 3.755897, 3.554073], [-1.947363, 4.031729, 3.876207], [-2.609955, 7.081190, -0.219236], [-2.994733, 6.653295, 2.236437]], "forces_ev_per_a": [[-0.0242, 0.0357, -0.0720], [0.0327, 0.0376, -0.0806], [0.2182, 0.2332, 0.1158], [0.0204, -0.3260, 0.6584], [-1.0314, 0.2225, -0.1198], [0.7963, 0.3227, 0.5699], [0.2136, -0.4563, -0.2608], [-0.4778, 0.5026, 0.0919], [0.7815, 0.2517, -0.4004], [0.5722, -0.5907, 0.1071], [-1.0279, -1.0446, 0.3862], [0.4733, 0.5440, -0.1303], [-0.1153, -0.6029, -0.2158], [0.2157, 0.6584, 0.0322], [0.3509, 0.2038, 0.1945], [-0.5942, 0.2241, -0.1853], [0.5016, 0.0847, 0.0973], [-0.7397, -0.0122, -0.1737], [-0.3291, -0.2132, -0.0938], [0.1548, -0.0641, -0.2188], [-0.2335, 0.2116, -0.2041], [-0.0134, 0.2729, 0.0981], [0.2983, 0.0032, 0.2208], [-0.3051, -0.2926, -0.0195], [0.0675, -0.3142, -0.2013], [-0.1296, 0.1052, -0.0659], [-0.0038, -0.2148, -0.2513], [0.3975, -0.0575, -0.0884], [0.3450, 0.2321, 0.0050], [0.1297, 0.3830, 0.4127], [-0.1895, 0.1747, -0.1264], [0.1380, 0.0815, 0.1618], [-0.4350, 0.4880, 0.0715], [-0.0382, -0.2794, 0.0734], [-0.1789, -0.1658, -0.2199], [-0.0398, -0.0153, 0.2048], [0.1175, -1.4634, 0.5229], [-0.1312, 1.9319, -0.8104], [0.0309, -0.8305, 0.5042], [-0.0153, -0.2708, 0.3682], [-0.0083, 0.3931, -0.3000], [-0.0049, -0.3695, 0.4601], [0.0421, 0.3091, -0.5284], [0.1275, 0.4569, -1.0619], [0.0172, -0.3201, 0.1966], [0.0420, -0.1354, 0.1893], [-0.0658, -0.1523, 0.1687], [-0.0080, -0.0074, 0.0580], [0.0556, -0.1655, -0.1408]], "lowdin_charge": [-0.086, -0.073, -0.014, -0.250, 0.015, -0.195, 0.047, 0.043, -0.160, 0.147, -0.163, 0.021, -0.047, -0.033, -0.055, 0.007, 0.027, 0.026, 0.001, -0.072, 0.107, 0.108, 0.105, 0.139, 0.139, 0.124, 0.134, 0.119, 0.118, 0.115, 0.096, 0.102, 0.119, 0.124, 0.110, -0.063, -0.092, -0.556, -0.055, 0.136, -0.557, -0.058, -0.027, -0.123, 0.076, 0.084, 0.085, 0.093, 0.114], "orbital_gap_ha": 0.11767, "homo_ev": -6.533, "relative_energy_ev": 3.6968, "total_energy_ev": -34332.013}

# 2
{"formula": "C24H20N4Re", "method": "ωB97M-V/def2-TZVPD", "symbols": ["Re", "C", "C", "C", "C", "C", "C", "N", "C", "C", "C", "C", "C", "N", "C", "C", "C", "C", "C", "C", "N", "H", "H", "H", "H", "H", "H", "H", "H", "H", "H", "H", "H", "H", "H", "H", "N", "C", "C", "C", "C", "C", "C", "C", "H", "H", "H", "H", "H"], "positions_angstrom": [[0.175033, 0.019065, 0.138755], [3.163547, -1.462933, -0.171505], [2.207787, -1.801299, -1.255862], [2.561818, -2.790681, -2.208877], [1.726757, -3.109925, -3.249192], [0.529478, -2.396725, -3.386480], [0.207523, -1.432471, -2.446020], [1.024512, -1.175581, -1.349153], [-0.905281, -0.532658, -2.551872], [-1.868669, -0.474465, -3.594143], [-2.819498, 0.535340, -3.583745], [-2.795684, 1.489510, -2.576785], [-1.815867, 1.394390, -1.553243], [-0.938319, 0.371988, -1.555272], [-1.572855, 2.329656, -0.493219], [-2.269138, 3.514561, -0.317343], [-1.839314, 4.421490, 0.660374], [-0.712502, 4.119872, 1.380136], [-0.017898, 2.896784, 1.185749], [1.224654, 2.644704, 1.956085], [-0.478495, 1.998320, 0.300246], [4.164091, -1.356736, -0.597461], [2.912811, -0.534182, 0.340843], [3.217258, -2.282309, 0.551769], [3.519753, -3.284395, -2.095678], [1.999165, -3.872258, -3.969578], [-0.122409, -2.587078, -4.228644], [-1.860013, -1.205071, -4.392443], [-3.564448, 0.590306, -4.368539], [-3.514601, 2.298489, -2.577543], [-3.123989, 3.749554, -0.937319], [-2.368504, 5.353831, 0.817261], [-0.318628, 4.815886, 2.111464], [1.871146, 3.523559, 1.884100], [0.990607, 2.517953, 3.017351], [1.783768, 1.782238, 1.595811], [0.721357, -0.668068, 1.897145], [0.967673, -1.122325, 2.960703], [1.235773, -1.648652, 4.193169], [0.279026, -2.510964, 4.809975], [0.564824, -3.036872, 6.042167], [1.779011, -2.721178, 6.665423], [2.727201, -1.878278, 6.068145], [2.470637, -1.333146, 4.838405], [-0.652206, -2.738349, 4.308479], [-0.140784, -3.693711, 6.533452], [1.992625, -3.141796, 7.641275], [3.655454, -1.660320, 6.579445], [3.184323, -0.675549, 4.360059]], "forces_ev_per_a": [[0.0229, -0.1256, 0.1416], [0.0236, 0.0344, 0.0104], [0.0222, -0.0201, 0.0221], [0.0126, -0.0188, -0.0199], [0.0190, -0.0138, 0.0014], [-0.0135, 0.0117, 0.0060], [-0.0006, 0.0193, -0.0027], [-0.0788, 0.0408, -0.0058], [-0.0107, 0.0149, 0.0294], [-0.0041, -0.0109, -0.0118], [0.0021, -0.0048, -0.0008], [-0.0172, 0.0122, 0.0027], [0.0109, -0.0169, 0.0366], [-0.0212, 0.0881, -0.1765], [0.0138, -0.0214, -0.0157], [-0.0058, 0.0306, 0.0142], [-0.0362, -0.0014, -0.0264], [0.0126, 0.0136, 0.0064], [-0.0211, -0.0126, -0.0300], [0.0328, -0.0232, 0.0036], [0.0011, -0.0389, 0.0150], [-0.0003, -0.0064, 0.0058], [0.0142, -0.0173, -0.0235], [-0.0057, -0.0017, 0.0057], [0.0005, 0.0014, 0.0014], [-0.0067, 0.0101, 0.0048], [-0.0056, -0.0001, -0.0006], [-0.0014, -0.0062, -0.0127], [-0.0018, 0.0008, -0.0043], [-0.0054, 0.0102, -0.0036], [-0.0026, 0.0032, -0.0059], [-0.0056, -0.0085, -0.0051], [0.0012, -0.0021, 0.0013], [-0.0067, -0.0034, 0.0046], [-0.0044, -0.0092, 0.0043], [0.0008, 0.0133, -0.0055], [0.1103, 0.1172, -0.0744], [-0.0730, -0.0422, 0.1126], [0.0426, -0.0042, 0.0068], [-0.0260, -0.0011, 0.0289], [-0.0217, 0.0108, -0.0488], [0.0180, -0.0246, 0.0478], [0.0102, 0.0530, -0.0525], [0.0048, -0.0555, 0.0393], [0.0030, -0.0041, -0.0038], [0.0096, 0.0180, -0.0111], [0.0026, -0.0018, -0.0075], [-0.0225, 0.0015, -0.0013], [0.0069, -0.0083, -0.0024]], "lowdin_spin": [1.692, 0.025, 0.064, 0.086, -0.006, 0.104, 0.028, 0.007, 0.101, 0.166, 0.005, 0.167, 0.100, -0.007, 0.031, 0.109, -0.007, 0.090, 0.067, 0.026, 0.007, 0.003, 0.009, 0.005, 0.003, -0.002, 0.003, 0.005, -0.002, 0.005, 0.003, -0.002, 0.003, 0.004, 0.006, 0.009, 0.018, 0.037, 0.012, 0.007, 0.001, 0.013, 0.001, 0.006, 0.000, 0.000, 0.001, 0.000, 0.000], "orbital_gap_ha": [0.21647, 0.13149], "homo_ev": [-20.346, -20.343], "relative_energy_ev": 0.0358, "spin_multiplicity": 4, "charge": 4, "total_energy_ev": -33258.993}